1.
2
Properties=species:S:1:pos:R:3:forces:R:3:mulliken_charge:R:1 method="wB97M-V/def2-TZVPD" e_tot_ha=-1.1264 total_charge=0 de_lowest_kcal_mol=21.6 orbital_gap_ha=0.5362
H 0.457 0.035 0.246 -4.17 -0.32 -2.24 0.00
H -0.457 -0.035 -0.246 4.17 0.32 2.24 0.00

2.
34
Properties=species:S:1:pos:R:3:forces:R:3:mulliken_charge:R:1 method="wB97M-V/def2-TZVPD" e_tot_ha=-1044.8779 total_charge=-1 de_lowest_kcal_mol=19.5 orbital_gap_ha=0.3832
N -0.090 0.135 0.129 -0.26 0.22 0.04 0.87
O 0.149 0.703 1.215 0.10 -0.09 0.24 -0.66
O 0.467 -0.932 -0.155 0.14 -0.03 -0.16 -0.49
O -0.906 0.661 -0.657 0.03 -0.09 -0.16 -0.57
O -2.873 2.539 0.301 0.07 -0.04 0.10 -0.66
H -3.487 1.800 0.352 -0.04 0.03 -0.07 0.30
H -2.100 2.165 -0.151 0.01 -0.06 0.11 0.40
O 2.810 -0.316 -2.471 -0.02 -0.06 -0.01 -0.61
H 2.464 -0.501 -1.589 0.03 0.06 0.01 0.32
H 3.746 -0.154 -2.325 -0.01 -0.01 0.06 0.27
O -2.004 1.847 3.326 -0.08 -0.01 0.01 -0.65
H -1.599 1.081 3.741 0.10 0.01 -0.07 0.31
H -1.927 1.693 2.374 0.01 0.14 -0.01 0.32
O 0.468 2.104 -2.822 -0.04 0.05 -0.12 -0.67
H 0.009 1.465 -2.258 0.07 0.09 -0.01 0.32
H 0.250 2.964 -2.453 -0.03 -0.05 0.09 0.30
O 0.249 -1.581 3.058 -0.02 0.15 0.14 -0.63
H -0.559 -1.586 3.578 -0.02 -0.03 -0.03 0.29
H 0.272 -0.709 2.630 0.04 -0.16 -0.17 0.32
O -0.415 -3.964 -0.057 0.02 -0.03 0.08 -0.67
H 0.044 -4.364 0.687 0.00 0.02 0.01 0.30
H -0.092 -3.055 -0.059 -0.06 0.14 -0.03 0.35
O 3.123 -0.732 1.007 0.02 0.06 -0.09 -0.68
H 2.200 -0.839 0.728 -0.02 -0.12 0.10 0.33
H 3.084 -0.024 1.656 0.00 0.01 -0.01 0.33
O -3.058 -0.792 -2.126 -0.19 0.18 0.04 -0.65
H -2.451 -0.152 -1.728 0.15 -0.22 -0.05 0.35
H -3.318 -1.361 -1.396 0.09 -0.06 -0.01 0.30
O 0.616 3.627 1.674 0.05 0.04 0.07 -0.68
H 0.578 2.672 1.528 -0.07 -0.04 -0.10 0.34
H -0.133 3.797 2.254 -0.06 -0.04 -0.01 0.33
O 1.553 -3.123 -3.297 -0.10 -0.13 -0.11 -0.65
H 1.699 -2.562 -4.064 0.08 0.09 0.07 0.31
H 1.229 -2.507 -2.630 0.03 -0.01 0.03 0.31

3.
30
Properties=species:S:1:pos:R:3:forces:R:3:mulliken_charge:R:1 method="wB97M-V/def2-TZVPD" e_tot_ha=-764.3680 total_charge=-1 de_lowest_kcal_mol=20.3 orbital_gap_ha="0.0739 / 0.3569" multiplicity=2
O -1.668 3.004 -0.953 -0.11 0.54 -0.07 -0.75
H -1.160 2.354 -0.467 0.19 -0.40 0.22 0.38
H -1.934 2.551 -1.753 -0.03 -0.21 -0.15 0.33
O -0.354 0.151 0.478 0.34 0.15 -0.27 -0.88
H 0.202 -0.181 -0.227 0.13 -0.07 -0.53 0.24
H 0.251 0.317 1.202 0.10 -0.10 0.43 0.15
O 2.015 -2.745 -1.153 0.33 -0.32 0.86 -1.06
H 2.424 -3.225 -1.872 0.09 -0.08 -0.31 0.54
H 1.323 -2.232 -1.570 -0.37 0.34 -0.48 -0.02
O -1.047 1.182 3.589 -0.27 0.32 -0.03 -0.67
H -1.407 0.437 4.071 -0.03 -0.28 0.11 0.33
H -0.176 1.312 3.964 0.19 0.05 0.02 0.27
O -2.775 0.166 1.198 -1.52 -0.19 0.40 -0.65
H -1.838 0.122 1.006 0.54 -0.06 -0.37 0.51
H -2.820 0.288 2.147 -0.06 0.17 0.07 0.27
O -2.262 -2.129 -2.048 -0.16 0.04 -0.37 -0.78
H -2.957 -2.499 -1.503 -0.25 0.02 0.21 0.32
H -1.460 -2.275 -1.546 0.42 -0.05 0.14 0.22
O 1.494 1.194 -1.759 0.31 0.50 0.71 -0.65
H 1.195 0.468 -2.307 -0.22 -0.81 -0.45 0.09
H 1.541 1.941 -2.355 -0.01 0.30 -0.14 0.35
O 0.413 -1.188 -2.942 0.21 0.20 1.30 0.87
H -0.477 -0.916 -3.167 -0.87 0.14 -0.22 -0.18
H 0.834 -1.352 -3.786 0.57 -0.25 -1.07 -0.16
O 2.304 1.932 1.062 0.30 0.47 0.47 -0.81
H 1.787 1.432 1.693 0.08 -0.13 0.04 0.34
H 1.987 1.640 0.207 -0.12 -0.16 -0.73 0.36
O 1.332 -0.367 2.666 -0.08 0.15 0.24 -0.40
H 1.477 -1.313 2.654 0.04 -0.40 -0.28 0.16
H 1.756 -0.069 3.471 0.28 0.09 0.24 0.27

4.
30
Properties=species:S:1:pos:R:3:forces:R:3:mulliken_charge:R:1 method="wB97M-V/def2-TZVPD" e_tot_ha=-764.3410 total_charge=0 de_lowest_kcal_mol=88.4 orbital_gap_ha=0.4140
O -0.701 4.578 2.807 0.18 0.07 0.09 -0.63
H -1.329 5.121 2.330 -0.11 0.17 -0.15 0.32
H -1.205 3.810 3.077 -0.08 -0.27 0.06 0.31
O -5.720 1.285 -1.185 -0.07 0.02 -0.20 -0.63
H -6.322 1.375 -0.446 -0.18 0.04 0.16 0.32
H -4.892 1.012 -0.788 0.26 -0.05 0.04 0.32
O 3.074 -3.297 -2.957 -0.09 -0.05 0.25 -0.63
H 3.782 -2.678 -3.133 0.22 0.14 -0.03 0.32
H 2.620 -3.387 -3.794 -0.13 -0.07 -0.21 0.31
O 4.181 -3.343 1.387 0.25 -0.04 0.10 -0.63
H 4.080 -2.918 0.535 -0.02 0.07 -0.23 0.31
H 3.285 -3.495 1.687 -0.28 -0.05 0.14 0.32
O 3.421 2.528 1.006 0.04 0.17 0.09 -0.62
H 4.199 2.250 0.522 0.23 -0.05 -0.06 0.31
H 2.731 1.933 0.713 -0.29 -0.15 -0.02 0.32
O -0.056 -0.373 -0.356 0.09 0.24 -0.12 -0.63
H 0.087 -1.187 -0.839 0.08 -0.21 -0.13 0.31
H -0.545 -0.639 0.423 -0.11 -0.03 0.27 0.32
O -2.942 0.901 4.203 0.03 0.03 -0.27 -0.64
H -2.780 0.180 4.812 0.07 -0.20 0.13 0.31
H -3.241 1.621 4.758 -0.10 0.20 0.14 0.32
O -3.295 -0.628 -4.913 -0.13 0.12 -0.05 -0.63
H -3.375 -1.440 -4.413 -0.09 -0.19 0.14 0.31
H -2.380 -0.606 -5.192 0.22 0.07 -0.10 0.31
O 0.194 -3.689 2.988 0.14 0.16 -0.19 -0.63
H -0.374 -4.392 2.672 -0.12 -0.20 -0.12 0.32
H 0.008 -3.633 3.925 0.01 0.05 0.26 0.31
O 2.369 3.323 -3.510 -0.04 0.11 -0.20 -0.63
H 1.886 2.555 -3.203 -0.20 -0.16 0.10 0.31
H 3.237 3.233 -3.117 0.22 0.06 0.11 0.31

5.
30
Properties=species:S:1:pos:R:3:forces:R:3:mulliken_charge:R:1 method="wB97M-V/def2-TZVPD" e_tot_ha=-764.3653 total_charge=0 de_lowest_kcal_mol=73.2 orbital_gap_ha=0.3999
O 3.291 -0.783 -0.612 -0.15 -0.14 0.15 -0.62
H 3.957 -0.562 -1.260 0.28 0.06 -0.25 0.31
H 3.261 -0.013 -0.032 -0.25 0.00 -0.02 0.29
O -3.067 -0.152 -2.364 -0.19 0.03 0.12 -0.61
H -3.707 0.544 -2.530 0.00 0.24 -0.26 0.31
H -3.467 -0.602 -1.613 0.26 -0.21 0.13 0.30
O 0.879 2.487 1.421 0.81 0.78 0.33 -0.67
H 1.682 2.322 1.928 -0.30 -0.34 0.40 0.29
H 1.257 2.897 0.621 -0.42 -0.23 -0.07 0.34
O 0.812 -2.163 -1.883 1.36 -0.04 0.89 -0.62
H 1.227 -2.650 -1.151 -0.90 -0.68 0.06 0.30
H 1.598 -1.590 -1.912 -0.47 0.76 -0.72 0.33
O -2.121 -1.223 2.844 0.87 0.10 0.50 -0.55
H -2.970 -1.620 2.813 -1.92 0.10 -0.57 0.26
H -1.705 -2.006 3.208 1.10 -0.03 0.05 0.29
O -1.800 -2.889 0.454 0.48 -0.27 -0.96 -0.60
H -1.218 -2.264 0.001 0.01 0.70 0.47 0.30
H -1.727 -3.576 -0.223 -0.46 -0.42 0.35 0.31
O 1.834 -0.099 3.110 0.10 0.16 -0.06 -0.60
H 2.332 -0.877 3.375 -0.07 -0.06 0.03 0.29
H 0.905 -0.318 3.230 0.00 -0.02 -0.06 0.31
O -1.241 1.233 0.427 0.07 0.31 0.26 -0.57
H -1.688 0.669 1.064 -0.14 -0.31 -0.04 0.26
H -0.689 1.803 1.003 -0.06 -0.32 -0.42 0.34
O -0.560 2.089 -2.883 -0.12 -0.44 0.15 -0.66
H -1.220 1.614 -2.355 -0.25 0.23 0.01 0.30
H 0.130 1.419 -2.915 0.08 -0.02 -0.37 0.31
O 1.570 2.149 -1.030 1.59 -0.03 1.06 -0.64
H 1.634 2.579 -1.875 -0.89 -0.13 -0.48 0.27
H 0.811 1.584 -0.860 -0.44 0.21 -0.68 0.40

6.
30
Properties=species:S:1:pos:R:3:forces:R:3:mulliken_charge:R:1 method="wB97M-V/def2-TZVPD" e_tot_ha=-764.2781 total_charge=0 de_lowest_kcal_mol=127.9 orbital_gap_ha=0.3922
O -0.169 3.660 0.798 -4.75 0.50 4.12 -0.61
H 0.361 2.989 1.124 1.98 -0.93 -0.27 0.34
H -0.057 4.076 0.010 1.55 0.90 -3.33 0.28
O 0.768 -1.858 -1.877 -1.12 0.22 0.42 -0.63
H 1.593 -1.987 -2.334 0.02 0.08 -0.73 0.31
H 0.031 -1.502 -2.410 1.30 -0.05 -0.24 0.27
O -0.413 -2.827 2.153 0.66 0.13 -1.52 -0.57
H -0.571 -3.731 1.909 -0.66 -1.42 0.99 0.32
H -0.018 -2.670 1.272 0.04 1.26 0.50 0.26
O 2.046 2.948 0.121 2.07 -2.21 0.98 -0.68
H 2.972 2.939 0.501 -1.46 0.09 -0.71 0.33
H 1.737 2.025 0.375 0.72 1.46 -0.61 0.32
O -4.023 1.641 -0.488 0.89 1.15 -3.78 -0.61
H -3.646 1.107 -1.251 -0.78 0.75 1.91 0.32
H -4.127 1.117 0.256 -0.14 -1.93 1.88 0.29
O 2.377 -1.482 0.229 1.53 -3.05 1.66 -0.58
H 1.761 -1.358 0.930 -0.95 0.37 0.38 0.20
H 2.294 -0.798 -0.363 -0.59 2.54 -1.91 0.30
O -1.681 -2.430 -1.101 0.13 -1.49 1.08 -0.60
H -0.755 -2.570 -1.311 0.59 0.47 -0.55 0.37
H -1.673 -3.165 -0.446 -1.16 0.76 -0.28 0.30
O 2.739 0.352 2.415 -0.73 1.45 1.89 -0.59
H 2.381 0.590 3.330 0.71 -0.71 -1.97 0.33
H 2.633 -0.587 2.307 0.16 -0.46 0.22 0.32
O -0.375 0.609 -4.300 -1.63 -0.02 1.83 -0.60
H -0.312 -0.324 -4.371 1.29 -1.81 -1.54 0.29
H -1.063 0.438 -3.605 0.27 1.84 -0.35 0.31
O -1.302 0.635 2.069 -2.17 -0.51 0.56 -0.55
H -2.291 0.622 2.249 1.85 -0.38 -0.20 0.28
H -1.216 1.542 1.807 0.35 1.01 -0.43 0.29

7.
30
Properties=species:S:1:pos:R:3:forces:R:3:mulliken_charge:R:1 method="wB97M-V/def2-TZVPD" e_tot_ha=-764.1614 total_charge=0 de_lowest_kcal_mol=201.1 orbital_gap_ha=0.2848
H -0.639 0.060 0.321 0.05 -0.11 -0.08 0.27
H -0.969 -0.762 -0.914 0.16 0.21 -0.03 0.31
H -0.333 0.153 -3.196 0.04 -0.02 0.13 0.31
H 0.287 1.472 -2.765 -0.04 -0.14 0.14 0.23
H 2.637 0.212 -2.655 0.06 -0.10 0.06 0.29
H 2.636 -1.175 -2.033 0.19 0.07 0.22 0.29
H 3.390 -2.618 -0.100 0.03 0.05 0.01 0.32
H 4.427 -1.577 0.286 -0.06 0.03 -0.13 0.32
H 1.238 0.346 5.458 0.19 -0.07 -0.12 0.29
H 0.357 1.082 4.461 0.27 -0.70 0.03 0.24
H -4.391 2.146 -3.131 -0.35 1.07 -0.34 0.24
H -3.052 1.917 -3.813 0.36 0.88 -0.54 0.21
H -0.866 -4.196 0.868 -0.05 -0.01 -0.01 0.33
H 0.061 -5.346 1.223 -0.12 -0.02 -0.02 0.31
H 3.503 3.487 1.127 -0.08 0.02 0.08 0.31
H 2.203 2.700 1.079 0.02 -0.01 0.05 0.33
H -0.739 1.906 3.557 -0.40 0.27 -0.40 0.39
H -1.608 1.301 4.648 -0.26 -0.05 -0.07 0.33
H -3.686 0.504 -1.732 0.20 -0.61 -0.12 0.35
H -4.388 -0.592 -2.517 0.01 -0.85 0.28 0.25
O -0.285 -0.634 -0.247 -0.27 -0.46 0.67 -0.59
O -0.335 0.795 -2.477 -0.38 0.59 -0.72 -0.55
O 2.211 -0.313 -1.967 0.16 0.08 -0.35 -0.56
O 4.146 -2.133 -0.449 -0.01 -0.17 0.09 -0.64
O 1.026 0.391 4.519 0.73 0.03 0.59 -0.58
O -3.714 1.475 -3.269 -0.45 11.15 -5.60 -0.46
O -0.847 -5.155 0.965 0.17 0.07 0.02 -0.64
O 2.637 3.424 1.545 0.04 -0.05 -0.15 -0.64
O -1.288 1.138 3.754 -0.50 0.53 -0.05 -0.67
O -3.620 -0.010 -2.545 0.30 -11.68 6.35 -0.58

8.
30
Properties=species:S:1:pos:R:3:forces:R:3:mulliken_charge:R:1 method="wB97M-V/def2-TZVPD" e_tot_ha=-764.3838 total_charge=0 de_lowest_kcal_mol=61.6 orbital_gap_ha=0.3602
O -0.388 10.344 10.534 -0.11 -0.60 0.01 -0.61
H 0.533 10.047 10.465 -0.22 0.29 -0.22 0.28
H -0.857 9.608 10.951 -0.04 0.31 0.23 0.32
O -2.923 11.217 12.210 -0.03 -0.22 -0.17 -0.63
H -3.754 10.731 12.178 0.03 0.10 0.02 0.32
H -2.735 11.444 11.292 0.02 0.11 0.12 0.31
O 2.026 10.800 9.307 0.46 -0.30 0.26 -0.72
H 2.626 10.053 9.166 -0.03 0.15 -0.01 0.32
H 2.476 11.358 9.956 -0.09 0.06 -0.17 0.31
O 1.426 11.636 6.698 -0.03 -0.70 0.34 -0.70
H 1.245 10.758 6.335 0.32 -0.03 0.19 0.31
H 1.655 11.458 7.641 -0.30 0.33 -0.52 0.36
O -2.325 14.421 5.094 0.14 -0.14 0.05 -0.61
H -1.475 13.960 5.008 -0.08 0.04 -0.11 0.35
H -2.992 13.735 5.001 0.00 0.08 -0.03 0.28
O 0.383 15.213 8.994 -0.40 0.02 -0.20 -0.63
H 1.064 14.754 9.489 -0.03 -0.09 0.01 0.26
H -0.278 14.518 8.797 0.59 0.34 0.31 0.41
O -2.159 11.085 6.799 0.04 -0.16 -0.26 -0.66
H -1.300 10.716 6.559 -0.05 0.00 -0.03 0.33
H -2.536 11.385 5.963 0.04 0.06 0.10 0.27
O 0.115 12.625 4.494 -0.09 -0.61 0.50 -0.62
H -0.005 11.922 3.846 0.03 0.17 -0.05 0.31
H 0.498 12.186 5.290 -0.11 0.84 -0.57 0.38
O -0.746 12.717 8.752 0.02 -0.30 -0.07 -0.58
H -0.842 12.465 7.826 -0.17 0.11 0.12 0.33
H -0.722 11.878 9.231 0.00 0.09 0.15 0.26
O -1.440 8.637 8.202 0.05 0.06 -0.03 -0.65
H -1.290 9.305 8.886 0.05 0.01 -0.13 0.36
H -2.131 9.015 7.643 0.00 0.01 0.15 0.34

Record-wise molar mass values, in g mol⁻¹: 2.0, 242.2, 180.2, 180.2, 180.2, 180.2, 180.1, 180.2